w:
2 unconnected molecules or ions with the total composition C4H4F4O, computed with ωB97M-V/def2-TZVPD.

The geometry in ORCA input format:
```
! RIJCOSX wB97M-V def2-TZVPD def2/J DEFGRID3
* xyz 0 1
C -1.73 1.58 0.20
C -0.71 -0.60 -0.57
C -0.77 0.15 0.68
C -2.02 3.77 0.50
O -2.74 1.37 -0.43
F 0.43 0.52 1.18
F -3.14 3.82 -0.11
F -2.16 3.95 1.86
F -1.15 4.62 -0.10
H -1.48 -0.36 1.38
H -0.17 -1.53 -0.68
H -0.16 0.11 -1.24
H -1.71 -0.70 -0.93
*
```

## Properties
E_HOMO (alpha / beta) = -9.05 / -9.05 eV
orbital gap (alpha / beta) = 8.87 / 8.87 eV

***

x:
A molecular structure, C4H4F4O, computed with ωB97M-V/def2-TZVPD.

The geometry in ORCA input format:
```
! RIJCOSX wB97M-V def2-TZVPD def2/J DEFGRID3
* xyz 0 1
C -0.71 0.40 -0.20
C -1.75 -0.23 0.58
C 1.65 -0.10 0.14
C 0.52 -0.11 -0.97
O -2.01 0.44 -0.56
F -0.36 1.82 0.73
F -2.13 0.18 1.74
F -2.02 -1.59 0.53
F 0.76 0.74 -1.97
H 2.08 0.84 0.45
H 2.43 -0.67 -0.28
H 1.36 -0.53 1.17
H 0.17 -1.19 -1.36
*
```

## Properties
E_HOMO = -12.12 eV
orbital gap = 12.56 eV

***

Going by the energies, x is most stable and the next is 0.0184 hartree up.

***

w:
2 unconnected molecules or ions with the total composition C2H6O2, computed with ωB97M-V/def2-TZVPD.

The geometry in ORCA input format:
```
! RIJCOSX wB97M-V def2-TZVPD def2/J DEFGRID3
* xyz 0 1
O -0.43 -0.63 -1.14
C 0.69 -0.10 -0.50
C 0.35 1.19 0.21
O -0.76 1.66 0.15
H -1.20 -1.55 0.84
H 1.09 -0.80 0.25
H 1.51 0.10 -1.21
H -1.27 -1.55 1.59
H 1.16 1.68 0.78
H -1.14 0.01 -0.98
*
```

## Properties
E_HOMO = -10.69 eV
orbital gap = 11.67 eV
structure (SMILES) = [H][H].O=CCO

***

x:
2 unconnected molecules or ions with the total composition C2H6O2, computed with ωB97M-V/def2-TZVPD.

The geometry in ORCA input format:
```
! RIJCOSX wB97M-V def2-TZVPD def2/J DEFGRID3
* xyz 0 1
O 1.08 -0.61 -0.69
C 0.07 0.40 -0.67
C -0.72 0.18 0.59
O -1.02 -1.14 0.72
H 1.90 -0.28 -0.27
H 0.46 1.42 -0.62
H -0.53 0.30 -1.59
H 0.62 0.44 1.55
H -1.66 0.81 0.62
H -0.19 -1.53 0.36
*
```

## Properties
E_HOMO = -9.43 eV
orbital gap = 10.14 eV

***

Going by the energies, w is most stable and the next is 0.0463 hartree up.

***

w:
3 unconnected molecules or ions with the total composition C4H15NO3, computed with ωB97M-V/def2-TZVPD.

The geometry in ORCA input format:
```
! RIJCOSX wB97M-V def2-TZVPD def2/J DEFGRID3
* xyz 0 1
C 1.11 0.66 1.98
O 0.78 2.04 2.10
C 0.10 0.13 0.94
C -0.36 -1.23 1.35
C -1.66 -1.74 0.82
N 0.81 0.22 -0.42
H 2.26 0.68 1.69
H 1.05 0.40 2.99
H 0.64 2.40 1.24
H -0.76 0.85 0.90
H 0.43 -1.95 1.10
H -0.27 -1.40 2.49
H -2.50 -1.64 1.55
H -1.60 -2.83 0.59
H -1.89 -1.14 -0.03
H 0.31 -0.13 -1.16
H 1.64 -0.37 -0.55
H -0.33 -1.72 -4.25
H 0.60 -0.45 -4.43
O 0.50 -1.27 -4.00
H -0.25 2.15 -1.24
H -0.18 3.62 -1.64
O -0.43 2.73 -2.00
*
```

## Properties
E_HOMO = -9.72 eV
orbital gap = 10.44 eV
structure (SMILES) = CC[C@H](N)CO.O.O

***

x:
3 unconnected molecules or ions with the total composition C4H15NO3, computed with ωB97M-V/def2-TZVPD.

The geometry in ORCA input format:
```
! RIJCOSX wB97M-V def2-TZVPD def2/J DEFGRID3
* xyz 0 1
C -0.14 0.11 -0.33
O -0.67 -0.97 0.44
C 0.42 -0.32 -1.72
C 0.32 -1.82 -2.02
C 1.51 -2.60 -1.46
N 2.79 -2.38 -2.13
H -0.95 0.83 -0.46
H 0.66 0.55 0.25
H -1.63 -1.00 0.41
H -0.09 0.28 -2.48
H 1.47 -0.03 -1.75
H -0.62 -2.24 -1.65
H 0.31 -1.95 -3.09
H 1.32 -3.67 -1.55
H 1.64 -2.39 -0.40
H 3.03 -1.40 -2.21
H 2.85 -2.78 -3.06
H -2.85 5.42 3.74
H -1.36 5.53 3.44
O -2.14 5.00 3.25
H -1.48 2.00 3.63
H -2.24 2.22 4.95
O -2.12 1.60 4.22
*
```

## Properties
E_HOMO = -8.95 eV
orbital gap = 9.52 eV
structure (SMILES) = NCCCCO.O.O

***

Going by the energies, x is most stable and the next is 0.0294 hartree up.

***

w:
2 unconnected molecules or ions with the total composition C3H5O2S2, computed with ωB97M-V/def2-TZVPD.

The geometry in ORCA input format:
```
! RIJCOSX wB97M-V def2-TZVPD def2/J DEFGRID3
* xyz -1 1
C 0.56 0.35 0.62
C 0.82 -0.33 -0.35
C 0.37 1.10 1.87
O -3.75 -1.71 0.70
O -2.48 0.12 1.74
S -2.83 0.44 -1.29
S -2.54 -0.86 0.63
H -2.69 -0.56 -2.13
H 0.73 -1.01 -1.19
H 0.71 0.66 2.80
H 0.83 2.07 1.81
H -0.71 1.17 1.95
*
```

## Properties
E_HOMO = -3.72 eV
orbital gap = 7.45 eV

***

x:
A gas-phase ion, C3H5O2S2 (charge -1), computed with ωB97M-V/def2-TZVPD.

The geometry in ORCA input format:
```
! RIJCOSX wB97M-V def2-TZVPD def2/J DEFGRID3
* xyz -1 1
C 1.17 -1.06 -0.08
C 0.60 0.28 -0.44
C -0.19 0.96 0.56
O -2.71 0.97 -0.80
O -1.61 -1.20 -0.39
S 2.46 0.21 -0.23
S -2.03 0.11 0.20
H 1.09 -1.30 1.08
H 1.14 -1.88 -0.79
H 0.31 0.33 -1.43
H -0.06 2.08 0.72
H -0.16 0.51 1.61
*
```

## Properties
E_HOMO = -3.24 eV
orbital gap = 6.54 eV

***

Going by the energies, x is most stable and the next is 0.0107 hartree up.

***

w:
2 unconnected molecules or ions with the total composition C3H5O2S2, computed with ωB97M-V/def2-TZVPD.

The geometry in ORCA input format:
```
! RIJCOSX wB97M-V def2-TZVPD def2/J DEFGRID3
* xyz -1 1
C 0.18 -0.90 -1.70
C -0.33 -0.58 -0.27
C 1.45 -0.34 -1.86
O -0.47 -1.62 -2.43
O -1.58 0.89 4.13
S -0.45 3.09 2.72
S -1.24 1.31 2.75
H 0.36 -0.13 0.40
H -1.30 -0.02 -0.10
H -0.51 -1.58 0.11
H 1.79 0.22 -1.04
H 2.10 -0.34 -2.71
*
```

## Properties
E_HOMO (alpha / beta) = -2.20 / -2.21 eV
orbital gap (alpha / beta) = 2.53 / 2.55 eV

***

x:
2 unconnected molecules or ions with the total composition C3H5O2S2, computed with ωB97M-V/def2-TZVPD.

The geometry in ORCA input format:
```
! RIJCOSX wB97M-V def2-TZVPD def2/J DEFGRID3
* xyz -1 1
C 0.46 -2.02 -0.20
C -1.19 1.02 -0.86
C 0.26 0.11 1.24
O 0.94 -1.54 -1.15
O 0.01 -2.77 0.55
S 1.93 0.77 1.06
S -1.02 1.31 0.93
H -0.20 1.06 -1.31
H -1.82 1.80 -1.28
H -1.62 0.04 -1.03
H 0.17 -0.19 2.28
H 2.09 0.41 -0.22
*
```

## Properties
E_HOMO = -2.45 eV
orbital gap = 6.07 eV

***

y:
2 unconnected molecules or ions with the total composition C3H5O2S2, computed with ωB97M-V/def2-TZVPD.

The geometry in ORCA input format:
```
! RIJCOSX wB97M-V def2-TZVPD def2/J DEFGRID3
* xyz -1 1
C -0.57 0.59 -0.89
C 0.51 1.48 -0.42
C -1.09 -0.34 0.06
O -0.79 0.47 -2.08
O 1.98 -1.32 0.74
S 0.01 -2.89 2.12
S 0.72 -2.04 0.50
H 0.36 1.87 0.55
H 1.52 1.09 -0.52
H 0.45 2.25 -1.11
H -1.14 -0.11 1.13
H -1.96 -1.06 -0.09
*
```

## Properties
E_HOMO (alpha / beta) = -3.55 / -3.56 eV
orbital gap (alpha / beta) = 6.90 / 6.90 eV

***

Going by the energies, x is most stable and the next is 0.0172 hartree up.

***

w:
A single C3H5FO molecule, computed with ωB97M-V/def2-TZVPD.

The geometry in ORCA input format:
```
! RIJCOSX wB97M-V def2-TZVPD def2/J DEFGRID3
* xyz 0 1
C 0.81 2.03 0.81
C 0.24 -0.16 0.15
C -0.60 -0.91 -0.59
H -0.06 2.50 1.27
H 1.51 2.82 0.27
H 1.25 1.31 1.64
H 1.08 -0.39 0.93
H -1.13 -0.51 -1.30
O 0.37 1.14 -0.17
F -0.92 -2.29 -0.41
*
```

## Properties
E_HOMO = -8.97 eV
orbital gap = 9.95 eV
structure (SMILES) = CO/C=C/F

***

x:
A single C3H5FO molecule, computed with ωB97M-V/def2-TZVPD.

The geometry in ORCA input format:
```
! RIJCOSX wB97M-V def2-TZVPD def2/J DEFGRID3
* xyz 0 1
C 1.54 0.18 0.05
C 0.33 0.61 -0.27
C -0.96 -0.03 0.44
O -1.11 -1.30 -0.09
F -2.08 0.75 0.15
H 2.21 0.42 -0.72
H 1.78 -0.59 0.69
H 0.01 1.34 -0.88
H -0.95 -0.17 1.60
H -0.77 -1.21 -0.97
*
```

## Properties
E_HOMO = -10.58 eV
orbital gap = 11.50 eV
structure (SMILES) = C=C[C@H](O)F

***

Going by the energies, x is most stable and the next is 0.0422 hartree up.

***

w:
2 unconnected molecules or ions with the total composition C3H5FO, computed with ωB97M-V/def2-TZVPD.

The geometry in ORCA input format:
```
! RIJCOSX wB97M-V def2-TZVPD def2/J DEFGRID3
* xyz 0 1
C -0.62 -0.06 -0.54
C 0.09 1.08 0.04
C 0.73 -0.20 0.35
H -0.74 -1.64 1.28
H -0.45 -0.21 -1.57
H 0.40 1.56 -1.15
H -0.19 1.59 0.99
H 0.85 -0.78 1.26
O -1.89 -0.65 -0.21
F 1.81 -0.68 -0.44
*
```

## Properties
E_HOMO = -8.97 eV
orbital gap = 5.99 eV

***

x:
2 unconnected molecules or ions with the total composition C3H5FO, computed with ωB97M-V/def2-TZVPD.

The geometry in ORCA input format:
```
! RIJCOSX wB97M-V def2-TZVPD def2/J DEFGRID3
* xyz 0 1
C 0.63 0.92 0.78
C -0.25 0.44 -0.11
C 0.05 -0.10 -1.37
O -0.32 -2.19 -0.77
F 1.28 -0.17 -1.87
H 0.30 1.41 1.71
H 1.72 0.63 0.82
H -1.25 0.55 0.07
H -0.57 -0.34 -2.29
H 0.41 -2.47 -1.39
*
```

## Properties
E_HOMO (alpha / beta) = -8.95 / -9.82 eV
orbital gap (alpha / beta) = 8.04 / 8.99 eV

***

y:
A single C3H5FO molecule, computed with ωB97M-V/def2-TZVPD.

The geometry in ORCA input format:
```
! RIJCOSX wB97M-V def2-TZVPD def2/J DEFGRID3
* xyz 0 1
C 0.28 -1.47 0.49
C 0.18 -0.30 -0.07
C -0.68 0.90 0.19
O 1.11 -0.13 -1.16
F 1.30 1.19 -1.48
H 1.11 -2.05 0.18
H -0.55 -1.80 1.16
H -1.74 0.61 0.38
H -0.37 1.56 1.09
H -0.65 1.49 -0.77
*
```

## Properties
E_HOMO = -9.49 eV
orbital gap = 10.55 eV
structure (SMILES) = C=C(C)OF

***

Going by the energies, x is most stable and the next is 0.0164 hartree up.